{
  "formula": "C33H45F3O11",
  "method": "the ωB97M-V functional and the def2-TZVPD basis",
  "elements": ["F", "C", "C", "C", "C", "C", "C", "H", "H", "H", "H", "H", "F", "C", "C", "C", "C", "C", "C", "H", "H", "H", "H", "H", "F", "C", "C", "C", "C", "C", "C", "H", "H", "H", "H", "H", "C", "O", "C", "O", "O", "C", "H", "H", "H", "H", "H", "H", "C", "O", "C", "O", "O", "C", "H", "H", "H", "H", "H", "H", "C", "O", "C", "O", "O", "C", "H", "H", "H", "H", "H", "H", "C", "C", "O", "C", "H", "H", "H", "H", "H", "H", "C", "C", "O", "C", "H", "H", "H", "H", "H", "H"],
  "coordinates": [[1.145785, -4.980634, 2.298310], [1.273685, -4.285919, 3.464923], [0.558583, -3.116749, 3.777031], [0.726579, -2.521113, 5.031174], [1.709125, -3.051025, 5.879789], [2.415650, -4.195708, 5.556299], [2.185258, -4.806946, 4.344092], [-0.179145, -2.662639, 3.132094], [0.196936, -1.624464, 5.317337], [1.658951, -2.467582, 6.787241], [3.176321, -4.472993, 6.271061], [2.873973, -5.539409, 3.949679], [0.343622, 2.281302, -4.075544], [-0.604116, 3.208757, -4.055299], [-0.517031, 4.418266, -4.764942], [-1.539028, 5.349959, -4.728379], [-2.724386, 5.060678, -4.008547], [-2.835036, 3.919001, -3.241518], [-1.768549, 2.972160, -3.309108], [0.396210, 4.673771, -5.281769], [-1.445201, 6.286597, -5.257814], [-3.516534, 5.786630, -3.899426], [-3.691917, 3.898194, -2.584462], [-1.781973, 2.032289, -2.777253], [3.007910, 1.516774, -5.299653], [3.409705, 1.330702, -4.006819], [3.877066, 0.062765, -3.643498], [4.351311, -0.166572, -2.288504], [4.139506, 0.883618, -1.370048], [3.727302, 2.160134, -1.735782], [3.405814, 2.371349, -3.097250], [3.835981, -0.722181, -4.384159], [4.728026, -1.112190, -1.927557], [4.232393, 0.681677, -0.313166], [3.662129, 2.936340, -0.987675], [3.165118, 3.310896, -3.572341], [-2.027064, -4.465590, 1.972926], [-2.666805, -3.146215, 1.972448], [-4.009144, -3.083017, 1.779191], [-4.717365, -4.044192, 1.488406], [-4.436566, -1.761309, 1.963706], [-5.819060, -1.412937, 1.975034], [-1.091303, -4.474835, 1.414035], [-2.663979, -5.203941, 1.485805], [-1.896283, -4.683609, 3.032858], [-5.930936, -0.496204, 1.396075], [-6.054564, -1.029518, 2.967821], [-6.538746, -2.132542, 1.584745], [2.213777, -4.111798, -0.789753], [0.780236, -4.139763, -0.743271], [0.054713, -4.028599, -1.834311], [0.410999, -3.747848, -2.953865], [-1.242462, -4.209041, -1.495185], [-2.273155, -3.859682, -2.427021], [2.617696, -4.411636, -1.756727], [2.554368, -4.739354, 0.033818], [2.644496, -3.115492, -0.689988], [-2.053639, -3.977230, -3.488191], [-2.762148, -2.921526, -2.164642], [-3.044033, -4.612764, -2.263505], [2.640612, 0.212395, 2.806218], [1.505232, 1.108869, 2.772203], [1.559797, 2.287205, 2.021352], [2.542602, 2.668123, 1.361753], [0.410671, 3.006179, 2.118995], [-0.752742, 2.553457, 2.890670], [2.718417, -0.216840, 3.805118], [3.628275, 0.542863, 2.484629], [2.421883, -0.584883, 2.095857], [-1.146989, 1.717202, 2.313315], [-1.461878, 3.363625, 3.060566], [-0.466514, 2.240739, 3.894853], [0.514773, 0.543410, -1.286674], [-0.728354, 0.350059, -0.406248], [-1.570779, 1.214814, -0.272319], [-0.806353, -0.925162, 0.444671], [0.583027, 1.586163, -1.596706], [0.574729, -0.042388, -2.203926], [1.434249, 0.470037, -0.705920], [-0.833867, -0.815178, 1.528755], [-0.057028, -1.662427, 0.156492], [-1.713082, -1.502695, 0.264653], [-1.906326, 4.750870, -0.177019], [-0.504406, 5.248591, -0.364425], [-0.258696, 6.428910, -0.367614], [0.472642, 4.199748, -0.855214], [-2.274039, 5.199807, 0.745664], [-1.918228, 3.667240, -0.059959], [-2.464225, 5.069065, -1.057696], [0.377612, 4.093516, -1.935862], [0.295084, 3.217523, -0.417256], [1.534848, 4.402066, -0.717850]],
  "forces_ev_per_angstrom": [[-0.3, 0.8, 0.2], [-0.5, 0.6, 0.3], [-0.5, -0.2, -0.1], [1.4, -1.3, -1.0], [-2.1, 1.1, 0.0], [0.1, 1.2, 0.9], [1.1, 0.0, -0.3], [0.0, -0.3, -0.4], [-0.2, 0.0, -0.1], [1.2, -0.6, 0.7], [0.1, -0.6, -0.3], [-0.2, -0.5, 0.2], [0.5, -0.1, -0.1], [-2.8, 1.5, 0.1], [0.8, -0.3, 0.2], [-1.1, -0.8, 0.5], [0.9, 0.6, 0.1], [1.7, -0.4, -0.8], [-0.1, 0.1, 0.0], [0.1, -0.1, -0.2], [0.1, 0.0, 0.0], [0.0, 0.2, -0.3], [0.0, -0.9, 0.0], [-0.3, 0.0, 0.3], [0.2, 0.1, 0.9], [0.7, -1.3, 0.6], [0.6, -0.1, 1.6], [-1.9, 1.9, -1.6], [0.2, -0.6, -0.1], [-0.2, -0.5, -1.7], [0.0, 0.3, 0.0], [0.2, -0.1, 0.0], [-0.1, -0.1, -0.3], [0.5, 0.0, 0.1], [-0.1, 0.1, -0.1], [-0.2, 0.5, 0.6], [-0.9, 0.0, 0.0], [-0.7, 0.4, -0.4], [-1.2, -0.6, -0.2], [1.1, 2.2, 0.6], [1.4, -2.3, -0.4], [-0.2, 1.0, 0.0], [-0.1, 0.7, 0.2], [-0.2, 0.1, 0.2], [0.2, -0.3, -0.2], [0.3, -0.2, -0.5], [-0.2, -0.7, 0.3], [0.5, -0.4, 0.3], [0.4, 0.1, -0.6], [0.4, -0.2, 0.8], [-1.1, 0.9, -1.5], [0.4, -0.3, 0.6], [0.5, 0.2, 0.2], [-1.0, -1.1, 0.1], [-0.4, -0.6, 0.0], [-0.1, 0.0, -0.2], [-0.6, 0.3, 0.4], [0.7, 0.5, 0.2], [0.6, 0.3, -0.1], [0.0, -0.1, 0.2], [-0.2, -0.7, -0.7], [0.4, 1.7, -0.8], [1.5, 0.0, -0.2], [-3.0, -1.3, 1.9], [0.8, -0.2, 0.3], [1.0, -0.8, 0.0], [-0.2, 0.2, 0.0], [-0.3, 1.1, 0.2], [-0.2, -0.2, 0.1], [-0.5, 0.2, 0.3], [0.3, 0.2, -0.8], [0.3, -0.2, -0.2], [-0.3, 1.1, 0.2], [0.5, -0.2, 0.8], [0.3, -0.2, -0.3], [-0.2, -0.9, -0.8], [-0.5, 0.0, -0.2], [-0.1, -0.4, 0.3], [0.0, -0.8, 0.2], [0.3, 0.6, -0.1], [0.5, 0.3, 0.2], [-0.5, 0.5, -0.3], [0.2, -0.2, 0.9], [0.3, -0.3, -1.4], [0.3, 0.2, 0.5], [0.8, -0.4, 0.2], [-0.4, 0.2, -0.2], [-0.2, 0.0, -0.2], [-0.1, 0.0, 0.3], [-0.4, 0.1, 0.0], [-0.2, 0.2, 0.0], [-0.1, 0.5, 0.4]],
  "lowdin_charge": [0.04, -0.26, -0.01, -0.08, -0.10, -0.08, -0.03, 0.09, 0.11, 0.10, 0.11, 0.12, 0.08, -0.31, -0.02, -0.07, -0.10, -0.09, 0.00, 0.11, 0.10, 0.10, 0.10, 0.10, 0.04, -0.29, 0.00, -0.05, -0.13, -0.07, -0.02, 0.11, 0.09, 0.09, 0.09, 0.12, -0.01, -0.05, -0.50, 0.09, -0.03, -0.06, 0.07, 0.09, 0.10, 0.09, 0.09, 0.10, -0.02, -0.01, -0.61, 0.12, -0.02, -0.03, 0.10, 0.09, 0.09, 0.10, 0.09, 0.09, -0.04, -0.05, -0.49, 0.08, -0.03, 0.00, 0.09, 0.09, 0.08, 0.08, 0.10, 0.09, 0.00, -0.43, 0.05, 0.00, 0.04, 0.10, 0.07, 0.08, 0.07, 0.07, -0.01, -0.47, 0.07, -0.01, 0.09, 0.06, 0.07, 0.07, 0.04, 0.08],
  "total_energy_ha": -2411.60810,
  "molar_mass_g_mol": 674.71,
  "homo_energy_ev": -8.963,
  "spin_multiplicity": 1,
  "orbital_gap_ev": 9.3
}

=====

{
  "formula": "C33H45F6O23",
  "method": "the ωB97M-V functional and the def2-TZVPD basis",
  "elements": ["C", "C", "C", "O", "C", "C", "C", "C", "C", "C", "C", "O", "C", "C", "O", "C", "C", "O", "C", "O", "H", "H", "H", "H", "H", "H", "H", "H", "H", "H", "H", "H", "H", "H", "H", "H", "H", "H", "H", "H", "H", "H", "H", "H", "H", "H", "H", "C", "C", "O", "C", "O", "O", "F", "H", "H", "H", "C", "C", "O", "C", "O", "O", "F", "H", "H", "H", "C", "C", "O", "C", "O", "O", "F", "H", "H", "H", "C", "C", "O", "C", "O", "O", "F", "H", "H", "H", "C", "C", "O", "C", "O", "O", "F", "H", "H", "H", "C", "C", "O", "C", "O", "O", "F", "H", "H", "H"],
  "coordinates": [[3.574553, -1.707620, 0.246813], [3.870746, -0.341632, 0.912551], [3.736331, 0.860823, -0.036405], [2.711625, 0.766932, -0.971827], [1.405151, 1.151974, -0.445984], [1.144917, 2.612603, -0.810887], [-0.154915, 3.205348, -0.232957], [-0.513248, 2.706284, 1.157766], [-1.899114, 3.207001, 1.619983], [-3.038811, 2.533268, 0.848408], [-3.360834, 1.185742, 1.477658], [-4.434437, 0.483107, 0.816750], [-4.055910, -0.163713, -0.285618], [-5.033018, -1.203492, -0.779912], [-3.072020, 0.038625, -0.885336], [0.377616, 0.300107, -1.195538], [0.027852, -1.015091, -0.524768], [-0.635964, -0.885389, 0.760973], [0.203083, -0.837741, 1.802038], [0.248117, -1.674902, 2.624956], [3.342568, -1.635194, -0.806896], [2.719060, -2.144159, 0.759987], [4.397293, -2.386234, 0.452584], [3.232976, -0.201173, 1.781467], [4.897400, -0.381839, 1.283391], [3.531161, 1.732154, 0.595347], [4.703386, 1.035818, -0.513716], [1.971955, 3.274720, -0.534413], [1.045300, 2.675360, -1.914269], [-0.967606, 2.929356, -0.905313], [-0.104742, 4.298165, -0.197706], [0.200924, 3.030084, 1.913373], [-0.582245, 1.624249, 1.117915], [-2.011749, 2.882691, 2.661086], [-1.973949, 4.282872, 1.571682], [-3.937812, 3.140492, 0.944825], [-2.825743, 2.413943, -0.205943], [-2.456070, 0.589506, 1.574430], [-3.744894, 1.414618, 2.469451], [-4.477682, -2.010723, -1.237965], [-5.647101, -1.616980, 0.018167], [-5.667029, -0.783573, -1.555721], [-0.519100, 0.877085, -1.419351], [0.848522, 0.059687, -2.168648], [0.895435, -1.667691, -0.492616], [-0.691796, -1.527008, -1.168219], [0.841225, 0.048956, 1.893959], [5.856946, 0.320190, -4.584084], [5.594996, 0.184582, -3.107282], [6.261750, 1.320544, -2.574941], [6.240125, 2.278092, -3.543476], [6.475863, 3.426756, -3.365306], [5.917753, 1.738934, -4.750473], [6.169341, -0.938042, -2.602843], [6.813734, -0.120026, -4.873500], [5.066999, -0.112585, -5.193036], [4.537528, 0.214482, -2.827418], [2.613088, -6.946874, 0.513326], [3.582799, -6.056890, 1.245746], [3.986802, -5.142915, 0.240738], [2.938396, -5.031569, -0.627641], [2.804547, -4.163847, -1.418281], [2.049622, -6.049857, -0.442338], [4.671434, -6.760229, 1.673691], [3.118200, -7.765742, -0.004245], [1.842322, -7.356861, 1.162509], [3.147686, -5.503665, 2.076379], [-4.207595, -2.378643, 2.780075], [-5.393862, -2.400696, 3.707690], [-5.480487, -3.769783, 4.067946], [-4.212886, -4.272208, 3.992376], [-3.871346, -5.305199, 4.470113], [-3.399111, -3.436000, 3.311071], [-6.536991, -2.039644, 3.074679], [-4.482535, -2.613341, 1.751758], [-3.677347, -1.429713, 2.796238], [-5.275410, -1.795591, 4.608294], [-5.698094, 4.792081, -2.246073], [-5.271680, 6.191803, -2.608506], [-4.580511, 6.614602, -1.451170], [-4.057795, 5.486309, -0.868742], [-3.211884, 5.485953, -0.044369], [-4.642266, 4.371544, -1.383920], [-6.341202, 7.006404, -2.808775], [-6.642553, 4.781545, -1.698905], [-5.780175, 4.136513, -3.110008], [-4.606445, 6.252501, -3.471678], [-0.636940, -5.636748, 5.573488], [0.310261, -4.856119, 6.446318], [1.534875, -4.958852, 5.741980], [1.211288, -5.091162, 4.420729], [1.968710, -4.936058, 3.521926], [-0.094465, -5.412137, 4.271764], [0.453696, -5.429111, 7.670122], [-0.616087, -6.704618, 5.798293], [-1.663032, -5.283517, 5.634178], [0.050661, -3.803649, 6.569812], [2.187203, 5.154236, -5.586953], [0.959883, 5.110575, -4.710809], [0.840098, 3.740555, -4.410713], [2.106769, 3.213287, -4.444440], [2.414801, 2.172128, -3.988718], [2.963262, 4.076653, -5.070591], [-0.151650, 5.516677, -5.387393], [1.946331, 4.963129, -6.634831], [2.728804, 6.094950, -5.512264], [1.044372, 5.679455, -3.783068]],
  "forces_ev_per_angstrom": [[0.0, 0.4, 1.1], [0.1, -0.4, -0.5], [-0.2, 0.3, 1.0], [0.4, -0.2, -0.8], [-0.8, 0.1, 0.8], [0.0, -0.1, -0.4], [0.3, -0.3, 0.2], [-1.0, 0.4, 0.0], [0.3, -1.0, -0.1], [-0.3, 0.1, 0.3], [0.1, 1.1, 0.2], [0.1, -0.4, 0.7], [-2.1, -1.0, 0.0], [-0.4, -0.2, 0.5], [2.7, 0.7, -1.2], [1.2, 0.3, 0.4], [-0.5, 0.4, -1.5], [0.0, -0.3, -0.4], [0.6, 2.0, -0.6], [-0.3, -2.4, 2.1], [0.1, 0.0, -0.2], [-0.2, -0.2, -0.2], [0.1, -0.2, -0.4], [-0.2, 0.0, 0.0], [0.1, 0.3, 0.1], [0.2, 0.2, 0.0], [-0.1, -0.1, -0.4], [0.2, -0.2, 0.1], [0.1, 0.3, -0.1], [-0.1, 0.1, -0.1], [0.0, 0.1, -0.2], [0.4, -0.3, -0.1], [0.5, -0.2, 0.2], [0.0, 0.3, 0.2], [0.0, 0.3, 0.0], [-0.1, 0.1, -0.2], [0.1, 0.0, -0.1], [-0.1, -0.4, -0.3], [-0.1, -0.3, 0.2], [0.3, -0.1, -0.1], [-0.2, 0.1, 0.0], [-0.2, 0.2, 0.0], [-0.3, -0.1, 0.1], [-0.3, -0.2, -0.2], [0.2, 0.0, 0.6], [-0.2, -0.1, 0.2], [-0.1, 0.3, -0.7], [-0.2, -0.1, -0.4], [-0.1, -0.2, 0.3], [-0.3, 0.2, -0.4], [0.0, 0.1, 0.1], [0.1, 0.0, 0.0], [0.1, -0.1, 0.3], [0.1, 0.0, 0.0], [0.0, 0.0, 0.2], [-0.1, 0.2, 0.0], [0.0, 0.0, 0.1], [-0.3, -0.2, 0.0], [0.4, 0.0, 0.0], [-0.4, -0.1, -0.1], [0.0, 0.3, -0.1], [0.0, -0.2, -0.2], [0.2, 0.0, 0.1], [0.0, 0.0, 0.0], [0.2, 0.1, 0.1], [-0.1, 0.2, -0.1], [0.3, -0.2, -0.1], [0.4, 0.4, -0.1], [-0.3, -0.1, -0.3], [0.4, 0.2, 0.2], [0.2, -0.1, -0.2], [-0.1, 0.0, 0.1], [-0.4, -0.1, 0.2], [-0.1, 0.0, 0.1], [-0.2, 0.0, 0.1], [0.2, -0.1, 0.1], [-0.1, 0.1, 0.0], [-0.1, -0.4, -0.2], [-0.2, 0.2, 0.3], [0.2, -0.3, -0.3], [0.2, -0.1, 0.2], [-0.2, 0.2, -0.1], [0.0, 0.4, -0.1], [0.0, 0.1, 0.0], [0.0, 0.2, 0.0], [0.2, -0.1, 0.1], [-0.1, 0.1, -0.1], [-0.5, 0.0, -0.1], [0.2, -0.3, 0.1], [-0.3, 0.3, -0.3], [-0.1, 0.1, -0.3], [-0.1, -0.1, 0.3], [0.3, 0.0, 0.2], [0.1, 0.1, 0.0], [0.1, 0.0, 0.1], [0.0, 0.0, -0.3], [0.0, 0.0, 0.1], [0.4, 0.2, -0.1], [-0.2, -0.2, -0.2], [0.4, 0.2, 0.0], [0.1, -0.2, 0.1], [0.1, -0.1, -0.3], [-0.3, 0.0, 0.1], [-0.1, 0.0, 0.0], [-0.2, 0.0, 0.0], [0.1, -0.1, 0.1], [-0.1, 0.1, 0.0]],
  "lowdin_charge": [-0.10, -0.21, -0.27, -0.20, -0.32, -0.21, -0.21, -0.20, -0.19, -0.19, -0.17, 0.00, -0.58, 0.02, 0.15, -0.17, -0.16, -0.07, -0.41, 0.08, 0.06, 0.05, 0.06, 0.08, 0.09, 0.10, 0.10, 0.10, 0.08, 0.09, 0.10, 0.12, 0.07, 0.10, 0.08, 0.10, 0.10, 0.11, 0.12, 0.09, 0.06, 0.08, 0.09, 0.12, 0.10, 0.11, 0.12, -0.06, -0.31, 0.12, -0.55, 0.17, 0.06, 0.07, 0.14, 0.14, 0.16, -0.06, -0.31, 0.13, -0.54, 0.18, 0.07, 0.06, 0.14, 0.14, 0.13, -0.03, -0.31, 0.13, -0.54, 0.16, 0.09, 0.07, 0.14, 0.14, 0.17, -0.06, -0.32, 0.13, -0.52, 0.19, 0.07, 0.06, 0.14, 0.14, 0.17, -0.05, -0.31, 0.14, -0.52, 0.17, 0.09, 0.07, 0.15, 0.12, 0.18, -0.07, -0.32, 0.12, -0.53, 0.20, 0.07, 0.06, 0.14, 0.14, 0.17],
  "total_energy_ha": -3614.19387,
  "molar_mass_g_mol": 923.69,
  "homo_energy_ev": -1.484,
  "total_charge": -1,
  "spin_multiplicity": 1,
  "orbital_gap_ev": 3.5
}